[1]
{
  "formula": "C38H48As3Cl3F6N4O6PS3Sc",
  "method": "ωB97M-V with the def2-TZVPD basis set",
  "elements": ["Sc", "F", "C", "F", "F", "S", "O", "O", "N", "S", "O", "O", "C", "F", "F", "F", "N", "C", "C", "C", "C", "C", "C", "P", "C", "C", "C", "C", "C", "C", "C", "C", "C", "C", "C", "C", "H", "H", "H", "H", "H", "H", "H", "H", "H", "H", "H", "H", "H", "H", "H", "H", "C", "As", "C", "C", "C", "C", "C", "As", "C", "C", "C", "As", "C", "C", "H", "H", "H", "H", "H", "H", "H", "H", "H", "H", "H", "H", "H", "H", "H", "H", "H", "H", "H", "H", "H", "H", "H", "H", "H", "H", "H", "C", "C", "C", "C", "N", "C", "S", "N", "H", "H", "H", "H", "H", "Cl", "C", "Cl", "Cl", "C", "O", "O"],
  "positions_angstrom": [[-0.248745, -0.038188, 0.331083], [1.102252, -0.629316, 5.588290], [-0.004891, -0.822752, 4.887520], [-0.143676, -2.115565, 4.622140], [-1.050536, -0.392354, 5.567574], [0.125270, 0.072205, 3.282892], [1.330370, -0.383641, 2.619622], [-1.055651, -0.277971, 2.499630], [0.161379, 1.557655, 3.768003], [-0.104716, 2.637943, 2.641361], [0.664977, 3.817151, 2.820748], [-0.097326, 2.015980, 1.314299], [-1.855058, 3.150394, 2.916382], [-1.983169, 3.611722, 4.153062], [-2.156417, 4.108779, 2.052534], [-2.673122, 2.119072, 2.746793], [-2.386604, 0.669192, -0.198944], [-2.735115, 2.022204, -0.536548], [-3.937940, 2.581658, -0.144732], [-4.234704, 3.882149, -0.527637], [-3.338305, 4.598104, -1.307178], [-2.136829, 4.021238, -1.698842], [-1.818274, 2.726089, -1.307674], [-0.310793, 1.780735, -1.743241], [0.791891, 3.164895, -2.214735], [1.145568, 4.159158, -1.304209], [2.026626, 5.166091, -1.671352], [2.548994, 5.195383, -2.958674], [2.184506, 4.217993, -3.875492], [1.313346, 3.202097, -3.504808], [-0.621657, 0.753921, -3.080537], [-0.122676, -0.643642, -3.024634], [0.757394, -1.165917, -4.204386], [-0.457857, -0.539910, -5.772438], [-1.417022, 0.535746, -5.408808], [-1.395963, 1.164078, -4.218965], [-2.984189, 0.282466, 0.542269], [-2.546618, 0.084372, -1.023960], [-4.633571, 2.004577, 0.453085], [-5.169548, 4.332462, -0.221034], [-3.574398, 5.608766, -1.612982], [-1.439773, 4.587080, -2.304006], [0.725429, 4.152156, -0.303203], [2.301318, 5.929536, -0.954417], [3.232932, 5.983396, -3.246540], [2.581797, 4.244038, -4.882318], [1.043123, 2.418381, -4.206363], [0.390215, -0.853311, -2.072046], [1.641935, -1.721493, -3.889593], [-0.503411, -0.761472, -6.838455], [-2.104895, 0.858081, -6.179147], [-2.037327, 2.034778, -4.093553], [3.092085, 2.251782, 1.004446], [2.606059, 0.696842, -0.061209], [3.380280, 1.214257, -1.779176], [4.051923, -0.417148, 0.675091], [4.234407, -1.868181, 0.219139], [4.233533, -1.955560, -1.310253], [3.154318, -2.775563, 0.807528], [1.285041, -2.538071, 0.263533], [1.193587, -3.687011, -1.306951], [0.583986, -3.689530, 1.667994], [5.617653, -2.359365, 0.697308], [6.169372, -2.695606, 2.579984], [5.059965, -1.522772, 3.704407], [5.210466, -4.372293, 2.953001], [4.150269, 2.472821, 0.858439], [2.910781, 2.028262, 2.055672], [2.498645, 3.112679, 0.711686], [4.434303, 0.940154, -1.798852], [3.288486, 2.291034, -1.892011], [2.854376, 0.736675, -2.606629], [3.909529, -0.380517, 1.754679], [4.961948, 0.150161, 0.452514], [3.299633, -1.576025, -1.736593], [4.355034, -2.991053, -1.635391], [5.051872, -1.371538, -1.735470], [3.133897, -2.655346, 1.891168], [3.399581, -3.823704, 0.607463], [1.269971, -4.731312, -1.002285], [2.020285, -3.453853, -1.974743], [0.255680, -3.516622, -1.831325], [0.995806, -4.693644, 1.556736], [-0.498447, -3.741090, 1.634105], [0.896921, -3.277292, 2.626308], [6.375716, -1.671560, 0.311757], [5.829918, -3.324737, 0.222781], [5.333198, -0.480087, 3.548518], [5.296378, -1.779926, 4.737390], [3.987935, -1.645445, 3.554672], [5.431502, -5.094482, 2.166925], [4.132483, -4.246682, 3.032254], [5.588624, -4.772426, 3.893259], [3.091919, 0.107374, -6.480163], [1.933777, -0.795531, -6.209826], [1.848099, -2.034109, -6.722131], [0.812634, -3.056344, -6.484147], [-0.183375, -3.042543, -5.690212], [-0.385927, -1.871081, -4.911226], [-1.418051, -1.954151, -3.415873], [0.963218, -0.209689, -5.327232], [3.837245, -0.352266, -7.126623], [3.558179, 0.386020, -5.530894], [2.733830, 1.035302, -6.930605], [2.640844, -2.349269, -7.391065], [0.935523, -3.965390, -7.070540], [-2.031706, -4.523496, -0.658445], [-3.115615, -3.566885, 0.342309], [-4.686330, -3.444099, -0.462768], [-3.308269, -4.369686, 1.918652], [-2.614664, -2.107505, 0.633717], [-3.365158, -1.424181, 1.298377], [-1.470619, -1.778280, 0.157185]],
  "forces_ev_per_angstrom": [[-0.3, 0.1, -0.3], [0.0, 0.0, 0.0], [0.0, 0.0, 0.1], [0.0, 0.0, 0.0], [0.0, 0.0, 0.0], [0.1, -0.1, 0.0], [0.2, 0.0, 0.1], [0.0, -0.1, -0.1], [0.0, 0.0, 0.0], [0.1, 0.1, 0.1], [0.0, 0.0, 0.0], [0.0, 0.0, 0.0], [-0.1, 0.1, 0.0], [0.0, 0.0, 0.0], [0.0, 0.0, 0.0], [0.0, 0.0, 0.0], [-0.1, 0.0, 0.2], [0.0, 0.0, 0.0], [0.0, 0.0, 0.0], [0.0, 0.0, 0.0], [0.0, 0.0, 0.0], [0.0, 0.0, 0.0], [0.0, 0.0, 0.0], [0.0, -0.1, 0.1], [0.0, 0.0, 0.0], [0.0, 0.0, 0.0], [0.0, 0.0, 0.0], [0.0, 0.0, 0.0], [0.0, 0.0, 0.0], [0.0, 0.0, 0.0], [-0.1, -0.1, 0.1], [0.1, 0.1, -0.1], [-0.1, 0.0, 0.0], [0.0, -0.1, 0.0], [0.0, 0.0, 0.0], [0.1, 0.0, 0.0], [0.1, 0.0, -0.1], [0.0, 0.0, 0.0], [0.0, 0.0, 0.0], [0.0, 0.0, 0.0], [0.0, 0.0, 0.0], [0.0, 0.0, 0.0], [0.0, 0.0, 0.0], [0.0, 0.0, 0.0], [0.0, 0.0, 0.0], [0.0, 0.0, 0.0], [0.0, 0.0, 0.0], [0.0, 0.0, 0.0], [0.0, 0.0, 0.0], [0.0, 0.0, 0.0], [0.0, 0.0, 0.0], [0.0, 0.0, 0.0], [0.0, 0.0, 0.0], [0.0, 0.0, 0.1], [0.0, 0.0, 0.0], [0.0, 0.0, 0.0], [0.0, 0.0, 0.0], [0.0, 0.0, 0.0], [0.0, 0.0, 0.0], [0.0, 0.0, 0.1], [0.0, 0.0, 0.0], [0.0, 0.0, 0.0], [0.0, 0.0, 0.0], [0.0, 0.0, 0.0], [0.0, 0.0, 0.0], [0.0, 0.0, 0.0], [0.0, 0.0, 0.0], [0.0, 0.0, 0.0], [0.0, 0.0, 0.0], [0.0, 0.0, 0.0], [0.0, 0.0, 0.0], [0.0, 0.0, 0.0], [0.0, 0.0, 0.0], [0.0, 0.0, 0.0], [0.0, 0.0, 0.0], [0.0, 0.0, 0.0], [0.0, 0.0, 0.0], [0.0, 0.0, 0.0], [0.0, 0.0, 0.0], [0.0, 0.0, 0.0], [0.0, 0.0, 0.0], [0.0, 0.0, 0.0], [0.0, 0.0, 0.0], [0.0, 0.0, 0.0], [0.0, 0.0, 0.0], [0.0, 0.0, 0.0], [0.0, 0.0, 0.0], [0.0, 0.0, 0.0], [0.0, 0.0, 0.0], [0.0, 0.0, 0.0], [0.0, 0.0, 0.0], [0.0, 0.0, 0.0], [0.0, 0.0, 0.0], [0.0, 0.0, 0.0], [0.0, 0.0, 0.0], [0.0, 0.0, 0.0], [0.0, 0.0, 0.0], [0.0, 0.0, 0.0], [0.0, 0.0, 0.1], [0.0, -0.1, 0.0], [0.0, 0.0, 0.0], [0.0, 0.0, 0.0], [0.0, 0.0, 0.0], [0.0, 0.0, 0.0], [0.0, 0.0, 0.0], [0.0, 0.0, 0.0], [0.0, 0.0, 0.0], [0.0, 0.0, 0.0], [0.0, 0.0, 0.0], [0.0, 0.0, 0.0], [0.1, -0.1, 0.1], [-0.2, 0.1, 0.1], [0.1, -0.1, -0.2]],
  "homo_energy_ev": -6.3,
  "homo_lumo_gap_ha": 0.22804,
  "mol_weight_da": 1274.07
}

[2]
{
  "formula": "C14H18N2Ru",
  "method": "ωB97M-V with the def2-TZVPD basis set",
  "elements": ["C", "C", "C", "C", "C", "Ru", "C", "C", "C", "N", "H", "H", "H", "H", "H", "H", "H", "H", "H", "H", "C", "C", "C", "C", "C", "C", "N", "H", "H", "H", "H", "H", "H", "H", "H"],
  "positions_angstrom": [[1.718765, -1.319169, -2.265936], [0.315643, -1.272432, -2.538397], [-0.362646, -1.959173, -1.489108], [0.626190, -2.446590, -0.568666], [1.909878, -2.056600, -1.048712], [0.835018, -0.182759, -0.648701], [-0.739223, 1.489230, -1.373513], [0.435745, 1.870235, -1.959868], [1.326271, 2.461229, -2.716884], [2.139381, 0.846473, -0.165682], [-1.438210, -2.131901, -1.423755], [-0.148776, -0.802626, -3.406486], [0.432178, -3.072063, 0.305373], [2.868556, -2.326660, -0.604491], [2.508124, -0.937401, -2.914007], [-1.446733, 0.843044, -1.913082], [3.002185, 1.432738, -0.154919], [-1.131238, 1.997749, -0.485162], [1.108288, 3.267560, -3.444054], [2.379772, 2.143745, -2.665448], [-1.765647, -2.331252, 1.556086], [-1.454868, -0.883309, 1.831258], [-2.082468, -0.241652, 2.919443], [-1.544883, 1.063086, 2.980995], [-0.601797, 1.167541, 1.936844], [0.309828, 2.352429, 1.789545], [-0.554314, -0.008307, 1.255410], [-2.123253, -2.459783, 0.541802], [-2.568231, -2.619154, 2.240204], [-0.908597, -2.959860, 1.786636], [-2.829186, -0.684408, 3.581122], [-1.778811, 1.835869, 3.708210], [0.218648, 2.824971, 0.826151], [0.014506, 3.059528, 2.557270], [1.329920, 2.039680, 1.970527]],
  "forces_ev_per_angstrom": [[-0.1, -0.3, -1.0], [0.1, -1.1, -1.1], [0.4, -0.3, 0.0], [0.0, -1.5, -0.7], [-0.1, -0.7, 0.2], [-3.6, -0.2, 1.8], [-1.9, -0.5, 0.5], [2.0, 1.3, -1.0], [-0.3, -0.3, 0.0], [4.2, 2.9, 1.8], [0.5, 0.3, 0.0], [0.2, -0.1, 0.4], [0.1, 0.5, -0.4], [-0.4, 0.3, -0.1], [-0.3, 0.0, 0.3], [0.0, 0.5, 0.0], [-1.2, -0.8, -0.4], [0.3, -0.4, -0.4], [-0.1, -0.1, -0.2], [-0.1, 0.4, 0.0], [0.2, 0.8, 0.0], [-0.8, 1.0, 1.7], [0.4, -0.1, -0.7], [0.5, 0.0, -0.6], [-1.0, -0.1, 1.7], [-0.5, -0.7, 0.2], [0.6, -0.8, -0.7], [0.1, -0.5, -0.2], [0.1, 0.0, -0.1], [0.0, -0.3, -0.2], [0.2, 0.1, -0.3], [0.1, -0.1, -0.2], [0.3, 0.2, -0.4], [0.0, 0.2, 0.1], [0.4, 0.1, -0.1]],
  "charge": -1,
  "homo_energy_ev": [-0.3, -3.4],
  "homo_lumo_gap_ha": [0.13766, 0.21810],
  "multiplicity": 6,
  "mol_weight_da": 315.38
}

[3]
{
  "formula": "C4H7NO2",
  "method": "ωB97M-V with the def2-TZVPD basis set",
  "elements": ["C", "C", "C", "N", "H", "H", "H", "H", "H", "O", "C", "O", "H", "H"],
  "positions_angstrom": [[1.333514, -0.490486, -0.697552], [0.407880, -0.969678, 0.111774], [-0.836362, -1.650646, 0.400497], [0.069276, -1.125419, 1.458509], [1.240649, -0.545072, -1.777646], [2.206330, 0.017009, -0.298274], [-0.850757, -2.733344, 0.322505], [-1.793505, -1.150391, 0.256881], [-0.301004, -0.257609, 1.849970], [-1.034768, 1.512615, 0.762063], [-0.656527, 1.583855, -0.382173], [0.451259, 2.212350, -0.783503], [-1.184977, 1.155658, -1.242866], [0.948996, 2.441154, 0.019812]],
  "forces_ev_per_angstrom": [[0.0, -0.2, 0.1], [0.2, -0.1, -0.1], [-0.2, -0.2, -0.2], [0.2, 0.1, 0.1], [0.0, -0.2, 0.2], [-0.1, 0.0, 0.0], [-0.1, 0.1, 0.1], [0.2, 0.0, -0.1], [0.1, -0.2, -0.1], [0.2, 0.1, -0.5], [-0.2, 0.1, 0.3], [0.0, 0.2, 0.2], [0.0, 0.1, 0.1], [-0.1, 0.2, -0.1]],
  "smiles": "C=C1CN1.O=CO",
  "homo_energy_ev": -9.0,
  "homo_lumo_gap_ha": 0.36130,
  "mol_weight_da": 101.10
}

[4]
{
  "formula": "C7H14N3",
  "method": "ωB97M-V with the def2-TZVPD basis set",
  "elements": ["H", "N", "C", "C", "C", "N", "C", "N", "C", "C", "C", "H", "H", "H", "H", "H", "H", "H", "H", "H", "H", "H", "H", "H"],
  "positions_angstrom": [[-0.873870, 3.164539, 0.458816], [-1.473392, 2.358680, 0.344089], [-1.283084, 1.169353, 0.212343], [-2.247481, 0.142127, -0.191632], [-1.478163, -0.991247, -0.883077], [-0.253737, -1.012812, -0.009857], [-0.430966, -1.787469, 1.288351], [0.131114, 0.332697, 0.157697], [1.501926, 0.716081, -0.019291], [1.903608, 1.930064, 0.367154], [2.374516, -0.176610, -0.892867], [-2.663938, -0.156920, 0.765072], [-3.018954, 0.710958, -0.737500], [-2.011581, -2.001380, -0.891676], [-1.252348, -0.502920, -1.837626], [0.605424, -1.485922, -0.526853], [0.549066, -1.842646, 1.836426], [-1.334840, -1.449211, 1.762624], [-0.655559, -2.783662, 1.132203], [1.220653, 2.584288, 0.945042], [2.948070, 1.994125, 0.255828], [1.779564, -0.314970, -1.768219], [2.746257, -1.056113, -0.548580], [3.217707, 0.458963, -1.218462]],
  "forces_ev_per_angstrom": [[0.4, -0.6, 0.2], [-0.7, 1.1, 0.1], [4.0, -0.9, -1.2], [-1.3, -0.1, 0.9], [-1.4, 0.4, 0.6], [3.0, -2.0, -1.4], [1.2, 1.2, 0.1], [-1.9, 1.4, 0.6], [-0.7, 0.2, 0.2], [-1.6, -1.2, 0.8], [-0.9, 3.8, -0.7], [-0.7, -0.5, 0.0], [0.2, -0.9, -0.1], [0.9, 1.5, -0.2], [0.5, -1.1, -0.2], [-2.2, 0.9, 1.0], [-1.2, 0.9, -0.2], [0.3, 0.8, 0.8], [-0.3, -2.2, -1.3], [1.1, -0.3, -0.5], [1.0, 1.3, -0.1], [-0.2, -0.5, -1.1], [0.9, -2.7, 1.4], [-0.3, -0.5, 0.2]],
  "charge": 1,
  "smiles": "[H]/N=C1/CC[N@H+](C)N1C(=C)C",
  "homo_energy_ev": -12.5,
  "homo_lumo_gap_ha": 0.35037,
  "mol_weight_da": 140.21
}

[5]
{
  "formula": "C5H3N3OS",
  "method": "ωB97M-V with the def2-TZVPD basis set",
  "elements": ["C", "C", "C", "C", "C", "N", "N", "N", "O", "S", "H", "H", "H"],
  "positions_angstrom": [[1.508346, 0.003173, -0.003311], [2.016863, 1.277361, 0.021844], [0.138016, -0.338247, -0.050509], [-0.932137, 0.530229, -0.050350], [-1.406250, -1.932828, -0.035627], [1.207172, 2.331117, -0.012452], [0.096332, 2.630828, -0.061964], [-0.168959, -1.716869, -0.050714], [-3.485784, -0.141388, 0.592693], [-2.395261, -0.392543, -0.347933], [2.198838, -0.827945, 0.000083], [3.073094, 1.486742, 0.055637], [-1.850270, -2.909624, -0.057403]],
  "forces_ev_per_angstrom": [[-0.1, 0.9, 0.0], [1.3, -1.9, 0.0], [-1.1, 0.5, -0.1], [1.0, 1.3, -0.2], [-0.7, 0.7, -0.2], [-2.3, 1.3, 0.0], [0.4, -1.2, 0.1], [0.6, -1.0, 0.1], [-0.8, 0.1, 0.4], [1.7, -0.4, 0.0], [0.1, 0.0, 0.1], [0.0, 0.0, 0.0], [-0.2, -0.3, 0.0]],
  "homo_energy_ev": -8.9,
  "homo_lumo_gap_ha": 0.27477,
  "mol_weight_da": 153.17
}

Per-record max |F|, eV/A: 0.43, 5.44, 0.55, 4.26, 2.62
Per-record energy, hartree: -13131.0242, -748.3778, -361.7751, -439.0149, -829.8132